The following is a DFT calculation (the ωB97M-V functional and the def2-TZVPD basis) of a single C17H22N2O4 molecule at a distorted geometry.

Bonds (Å) are listed after each position.
Geometry (Å):
1 C -0.989 -2.847 0.106  C2 1.525, H24 1.088, H25 1.087, H26 1.087
2 C 0.327 -3.340 0.699  C1 1.525, O3 1.416, H27 1.094, H28 1.094
3 O 0.794 -2.508 1.744  C2 1.416, C4 1.369
4 C 1.049 -1.182 1.517  O3 1.369, C5 1.389, C20 1.410
5 C 0.805 -0.347 2.600  C4 1.389, C6 1.381, H29 1.079
6 C 1.026 1.015 2.533  C5 1.381, C7 1.384, H30 1.080
7 C 1.527 1.577 1.372  C6 1.384, C8 1.506, C19 1.388
8 C 1.677 3.068 1.226  C7 1.506, C9 1.541, H31 1.091, H32 1.092
9 C 0.776 3.586 0.088  C8 1.541, N10 1.443, H33 1.092, H34 1.094
10 N -0.510 2.932 0.109  C9 1.443, C11 1.348, H35 1.010
11 C -0.820 1.948 -0.759  N10 1.348, O12 1.218, C13 1.482
12 O -0.204 1.706 -1.782  C11 1.218
13 C -2.021 1.176 -0.363  C11 1.482, C14 1.416, N18 1.313
14 C -2.670 0.157 -1.103  C13 1.416, C15 1.367, H36 1.068
15 C -3.676 -0.257 -0.275  C14 1.367, C16 1.482, O17 1.343
16 C -4.721 -1.299 -0.412  C15 1.482, H37 1.087, H38 1.090, H39 1.086
17 O -3.625 0.457 0.862  C15 1.343, N18 1.348
18 N -2.605 1.336 0.802  C13 1.313, O17 1.348
19 C 1.813 0.745 0.298  C7 1.388, C20 1.388, H40 1.077
20 C 1.572 -0.621 0.334  C4 1.410, C19 1.388, O21 1.367
21 O 1.805 -1.454 -0.724  C20 1.367, C22 1.418
22 C 2.042 -0.907 -2.012  O21 1.418, C23 1.526, H41 1.095, H42 1.095
23 C 3.521 -0.633 -2.269  C22 1.526, H43 1.087, H44 1.087, H45 1.088
24 H -1.718 -2.692 0.899  C1 1.088
25 H -0.839 -1.905 -0.417  C1 1.087
26 H -1.374 -3.580 -0.597  C1 1.087
27 H 1.081 -3.445 -0.087  C2 1.094
28 H 0.182 -4.308 1.186  C2 1.094
29 H 0.414 -0.799 3.498  C5 1.079
30 H 0.797 1.636 3.387  C6 1.080
31 H 1.395 3.550 2.164  C8 1.091
32 H 2.712 3.336 1.004  C8 1.092
33 H 1.216 3.363 -0.886  C9 1.092
34 H 0.640 4.668 0.176  C9 1.094
35 H -1.046 2.962 0.964  N10 1.010
36 H -2.418 -0.187 -2.083  C14 1.068
37 H -5.594 -1.025 0.173  C16 1.087
38 H -4.346 -2.255 -0.045  C16 1.090
39 H -4.996 -1.415 -1.456  C16 1.086
40 H 2.217 1.189 -0.597  C19 1.077
41 H 1.694 -1.683 -2.703  C22 1.095
42 H 1.433 -0.010 -2.167  C22 1.095
43 H 3.650 -0.269 -3.285  C23 1.087
44 H 3.912 0.108 -1.576  C23 1.087
45 H 4.093 -1.549 -2.146  C23 1.088

Summary:
**ΔE to the lowest compared entry with this formula, charge and spin**: 2.999 eV
**E_HOMO**: -7.9268 eV
**Strongest force on any atom**: 1.16 eV/A
**Charge**: 0
**SMILES**: CCOc1ccc(CCNC(=O)c2cc(C)on2)cc1OCC
**Frontier orbital gap**: 8.76 eV
**Calculated total energy**: -1071.43138 Ha

These are the natural (NBO) partial charges, in e, on atoms 1 to 4:
1. C -0.64
2. C -0.06
3. O -0.50
4. C 0.23